{
  "formula": "C5H12NOS",
  "method": "ωB97M-V/def2-TZVPD",
  "symbols": ["C", "N", "C", "C", "C", "S", "C", "O", "H", "H", "H", "H", "H", "H", "H", "H", "H", "H", "H", "H"],
  "positions_angstrom": [[-1.935533, -0.589093, 1.896686], [-1.298418, 0.440810, 1.014509], [-0.806831, -0.288647, -0.185822], [0.462123, 0.417769, -0.736541], [1.511251, 0.399511, 0.382207], [3.234629, 0.642977, -0.270693], [-1.907882, -0.406788, -1.289457], [-2.806087, -1.359508, -1.011341], [-2.735879, -1.045712, 1.297461], [-2.329375, -0.135555, 2.815712], [-1.227528, -1.334011, 2.230998], [-2.025717, 1.067138, 0.691857], [-0.659835, -1.354869, -0.024967], [0.742418, -0.266957, -1.542106], [0.235573, 1.427724, -1.064078], [1.603741, -0.465189, 1.029880], [1.244724, 1.277297, 0.975718], [3.854878, 1.181681, 0.766310], [-1.535908, -0.454269, -2.372130], [-2.390787, 0.624097, -1.309862]],
  "forces_ev_per_a": [[-0.79, 1.10, -0.39], [0.51, -1.71, 0.55], [-0.28, 1.36, -1.64], [-0.13, -2.49, 1.03], [0.60, 1.58, -0.09], [-0.41, -0.12, -0.82], [-1.24, 0.62, -0.32], [0.01, -0.23, 0.12], [0.10, -0.34, 0.43], [-0.07, 0.16, -0.18], [0.41, -0.17, -0.22], [-0.18, -0.08, -0.07], [0.58, 0.05, 0.71], [0.31, 0.57, -0.37], [0.15, 0.04, -0.18], [-0.70, -0.25, -0.24], [0.34, -0.30, 0.34], [-0.02, 0.16, 0.54], [0.66, -0.17, 0.74], [0.15, 0.23, 0.07]],
  "mulliken_charge": [-0.879, -0.466, 0.326, -0.977, -0.536, -0.291, -0.732, -0.874, 0.335, 0.309, 0.260, 0.339, 0.335, 0.456, 0.204, 0.376, 0.308, 0.089, 0.240, 0.180],
  "energy_ev": -19751.4285,
  "smiles": "CN[C@@H](C[O-])CCS",
  "multiplicity": 1,
  "charge": -1,
  "homo_ev": -2.54,
  "de_lowest_kcal_mol": 64.6,
  "fmax_ev_per_a": 2.70
}



{
  "formula": "C8H13N5",
  "method": "ωB97M-V/def2-TZVPD",
  "symbols": ["C", "C", "C", "C", "C", "C", "C", "C", "N", "N", "N", "N", "N", "H", "H", "H", "H", "H", "H", "H", "H", "H", "H", "H", "H", "H"],
  "positions_angstrom": [[2.898917, -0.748853, -0.890196], [2.846427, 0.619868, -0.041166], [-0.229313, -1.213606, 0.493066], [-1.209285, -0.168640, 0.748592], [-0.714827, 1.221459, 0.385085], [1.540778, 0.510663, 0.547124], [-2.377134, -0.482429, -0.342298], [-0.505596, 1.451327, -1.126224], [1.876999, -1.413701, -0.665186], [3.913096, 1.290821, -0.156257], [1.020117, -0.786823, 0.269992], [-0.568500, -2.493671, 0.477060], [0.603511, 1.406125, 1.152808], [3.624854, -1.195353, -1.622398], [-1.717237, -0.314064, 1.690306], [-1.466642, 2.008953, 0.666132], [-1.935356, -0.943052, -1.284530], [-2.812445, 0.446984, -0.482890], [-3.166360, -1.117121, 0.047598], [0.188121, 2.223770, -1.347550], [-1.465181, 1.633319, -1.518860], [-0.193345, 0.497656, -1.603104], [-1.544836, -2.757243, 0.655046], [0.002599, -3.310157, 0.517614], [0.980318, 2.394113, 1.183372], [0.410320, 1.239647, 2.246866]],
  "forces_ev_per_a": [[0.91, 1.42, 0.32], [1.04, -1.85, -1.86], [0.57, -1.73, 0.52], [-2.30, -0.40, -1.88], [-0.81, 1.32, -0.10], [-0.06, -1.22, 0.29], [1.61, -1.70, 0.10], [0.64, -2.41, 0.84], [-2.13, -2.67, 0.75], [-1.05, 0.66, 0.79], [1.98, 1.45, -1.07], [-1.08, 1.10, 0.41], [0.04, 1.35, 2.82], [-0.37, 1.14, 0.91], [0.21, 0.40, 0.63], [0.95, -0.78, 0.56], [-0.79, 0.86, 1.14], [-1.06, 1.58, -0.81], [0.19, -0.29, 0.20], [0.46, 0.83, -0.20], [-0.93, 0.70, -0.70], [0.17, 0.74, 0.06], [0.38, 0.55, -0.21], [1.26, -0.15, -0.38], [-0.46, -0.93, -0.54], [0.62, 0.01, -2.58]],
  "mulliken_charge": [-0.005, 0.432, 0.295, 0.300, -0.398, -0.291, -1.492, -1.215, -0.905, -0.395, 0.643, -0.276, -0.028, 0.464, 0.409, 0.384, 0.430, 0.431, 0.526, 0.320, 0.523, 0.378, 0.257, 0.283, 0.491, 0.439],
  "energy_ev": -15934.7818,
  "multiplicity": 1,
  "charge": 2,
  "homo_ev": [-17.52, -16.88],
  "de_lowest_kcal_mol": 137.6,
  "fmax_ev_per_a": 3.50
}